The following is a DFT calculation (the ωB97M-V functional and the def2-TZVPD basis) of a molecular structure, Br2FOP in a non-equilibrium geometry.

```
5
Br2FOP, DFT the ωB97M-V functional and the def2-TZVPD basis
O 1.1536 -0.2067 2.0487
F 0.0056 1.2237 -2.2821
P 0.7131 -0.4743 0.7047
Br 1.4896 -2.4990 0.0664
Br 1.8399 1.1966 -0.8052
```

* E_LUMO (spin up / spin down): -4.460 / -2.785 eV
* charge: 0
* highest occupied orbital energy (spin up / spin down): -0.407 / -0.398 hartree
* ΔE to the lowest compared entry with this formula, charge and spin: 43.6 kcal per mole
* HOMO-LUMO gap (spin up / spin down): 6.6257 / 8.0419 eV

The following is a DFT calculation (the ωB97M-V functional and the def2-TZVPD basis) of 2 unconnected molecules or ions with the total composition C4HO2 in a non-equilibrium geometry.

```
7
C4HO2, DFT the ωB97M-V functional and the def2-TZVPD basis
O 0.1662 -0.0248 -1.8292
C 0.3971 -0.0319 -2.9360
O 1.8787 -0.1419 0.7740
C 0.7700 -0.0384 0.8815
C -0.5890 0.1610 1.0203
C -1.5228 0.0779 0.0771
H -1.1002 -0.0019 2.0123
```

* E_LUMO: -7.373 eV
* charge: +1
* highest occupied orbital energy: -0.638 hartree
* ΔE to the lowest compared entry with this formula, charge and spin: 48.5 kcal per mole
* HOMO-LUMO gap: 9.9861 eV

The following is a DFT calculation (the ωB97M-V functional and the def2-TZVPD basis) of 4 unconnected molecules or ions with the total composition C41H69NO6S4Si in a non-equilibrium geometry.

```
122
C41H69NO6S4Si, DFT the ωB97M-V functional and the def2-TZVPD basis
C 3.4773 -2.0114 2.4168
C 4.5627 -3.1936 2.0212
C 4.4718 -3.4327 0.3685
C 5.5919 -2.4584 -0.3595
C 5.0930 -1.8191 -1.7879
C 4.3344 -0.3424 -1.6043
C 2.7102 -0.6135 -1.8370
C 1.7684 0.6122 -1.2818
C 0.7120 0.1935 -0.1002
C -0.7314 1.0358 -0.1723
C -0.3863 2.6355 -0.2674
C -1.6887 3.6322 -0.1112
C -2.5010 3.4711 1.3040
C -4.1616 3.5620 1.1306
C -4.6424 1.9718 0.9361
C -5.3607 1.1016 2.1489
C -5.7277 -0.4770 1.8112
C -5.3861 -1.0913 0.3245
C -4.6960 -0.2110 -0.9196
C -4.3307 1.3509 -0.5843
N -4.4104 -0.8156 -2.3058
C -3.6811 -2.1361 -2.1967
C -2.3501 -2.4097 -3.1168
C -1.5274 -3.8555 -2.9590
C -2.0500 -5.0297 -1.8917
C -3.4056 -4.7733 -0.9465
Si -3.8945 -6.1726 0.2787
C -4.7534 -5.5899 1.8991
C -2.2013 -6.9923 0.8480
C -4.8281 -7.5420 -0.7000
C -4.1635 -3.3376 -1.1600
S -5.7190 -2.9181 -0.1314
H 3.0886 -1.4310 1.4639
H 4.0135 -1.2486 3.1252
H 2.5516 -2.5083 2.9510
H 5.6788 -2.9057 2.3023
H 4.3446 -4.2180 2.5702
H 3.3570 -3.1851 0.0470
H 4.7414 -4.5711 0.1341
H 5.9184 -1.5996 0.3933
H 6.5472 -3.1090 -0.5752
H 4.3317 -2.5660 -2.3042
H 6.0259 -1.7564 -2.4994
H 4.7864 0.3428 -2.4441
H 4.5670 0.1520 -0.5526
H 2.4291 -1.6451 -1.3454
H 2.5434 -0.6547 -3.0164
H 2.4888 1.4649 -0.8872
H 1.1799 1.0670 -2.1853
H 1.2623 0.3932 0.9324
H 0.5571 -0.9722 -0.1746
H -1.3222 0.6005 -1.0900
H -1.3204 0.7126 0.7919
H 0.4869 2.8516 0.4817
H 0.0389 2.8176 -1.3672
H -1.2456 4.7408 -0.1125
H -2.3969 3.5968 -1.0704
H -2.3064 2.3910 1.7750
H -2.1085 4.2471 2.0919
H -4.6297 3.9218 2.1491
H -4.4913 4.1902 0.2002
H -5.5727 1.5521 3.2253
H -6.2183 -1.2229 2.6032
H -3.8471 2.0084 -1.4237
H -3.7767 -0.1371 -2.7834
H -2.0217 -1.5590 -3.8576
H -0.5667 -3.9637 -3.6218
H -1.3836 -5.9899 -1.8370
H -4.7739 -6.3772 2.7677
H -5.8960 -5.3566 1.6469
H -4.2983 -4.5387 2.2321
H -1.7813 -7.7534 0.0648
H -1.4716 -6.0660 1.0389
H -2.4300 -7.4467 1.9054
H -4.0928 -7.9076 -1.5657
H -4.9453 -8.4935 0.0104
H -5.8410 -7.2158 -1.1853
O -1.0112 6.0993 1.9078
S -1.8800 7.0504 1.2470
O -3.1951 6.6890 0.7566
C -2.0304 8.4924 2.2831
C -0.8720 9.3825 1.8582
C -0.8349 9.3139 0.3323
C -0.9615 7.8438 -0.0639
H -1.9869 8.2033 3.3345
H -2.9920 8.9649 2.0615
H -1.0013 10.4083 2.2156
H 0.0687 8.9964 2.2686
H -1.6790 9.8808 -0.0789
H 0.0829 9.7537 -0.0704
H -1.5003 7.7265 -1.0075
H 0.0177 7.3618 -0.1314
O 5.1235 -1.2728 -4.6394
S 4.5689 -0.1154 -5.3094
O 4.5114 1.1901 -4.6826
C 5.3547 0.0463 -6.9006
C 4.4969 -0.7987 -7.8307
C 3.0489 -0.4880 -7.4550
C 2.9490 -0.5407 -5.9314
H 6.3898 -0.2947 -6.8427
H 5.3210 1.1023 -7.1847
H 4.7012 -0.5731 -8.8814
H 4.7012 -1.8634 -7.6664
H 2.7884 0.5175 -7.8072
H 2.3503 -1.1901 -7.9209
H 2.2148 0.1743 -5.5514
H 2.7049 -1.5472 -5.5808
O 2.2465 0.5648 4.0676
S 2.3530 -0.1228 5.3373
O 3.6105 -0.6453 5.8333
C 1.6207 0.9024 6.5976
C 0.1525 0.5036 6.6000
C 0.1371 -1.0206 6.4934
C 1.1185 -1.4131 5.3902
H 1.7793 1.9560 6.3612
H 2.0979 0.6538 7.5502
H -0.3574 0.8527 7.5026
H -0.3568 0.9400 5.7324
H 0.4603 -1.4561 7.4467
H -0.8670 -1.4014 6.2824
H 1.6019 -2.3698 5.6036
H 0.6279 -1.4530 4.4138
```

* E_LUMO: 0.070 eV
* charge: 0
* highest occupied orbital energy: -0.273 hartree
* SMILES: CCCCCCCCCCCCCCc1ccc2c(c1)Nc1cccc([Si](C)(C)C)c1S2.O=S1(=O)CCCC1.O=S1(=O)CCCC1.O=S1(=O)CCCC1
* HOMO-LUMO gap: 7.4965 eV

The following is a DFT calculation (the ωB97M-V functional and the def2-TZVPD basis) of C6H10 in the gas phase.

```
16
C6H10, DFT the ωB97M-V functional and the def2-TZVPD basis
C 1.1823 2.1424 0.6905
C 1.1651 0.8293 0.4947
C 0.6006 0.1721 -0.7372
C -0.4166 -0.8725 -0.3427
C -0.0818 -2.1600 -0.2930
C -1.7591 -0.3428 0.0792
H 0.7542 2.8143 -0.0508
H 1.6298 2.5907 1.5723
H 1.5573 0.1483 1.2521
H 1.4148 -0.2980 -1.3035
H 0.1546 0.9420 -1.3812
H -0.7646 -2.9200 0.0774
H 0.9044 -2.4923 -0.6113
H -2.4111 -1.1353 0.4567
H -2.2602 0.1436 -0.7679
H -1.6457 0.4205 0.8595
```

* E_LUMO: 1.149 eV
* charge: 0
* highest occupied orbital energy: -0.346 hartree
* SMILES: C=CCC(=C)C
* ΔE to the lowest compared entry with this formula, charge and spin: 19.9 kcal per mole
* HOMO-LUMO gap: 10.5523 eV

The following is a DFT calculation (the ωB97M-V functional and the def2-TZVPD basis) of 2 unconnected molecules or ions with the total composition CH6O in a non-equilibrium geometry.

```
8
CH6O, DFT the ωB97M-V functional and the def2-TZVPD basis
C 1.2941 0.0051 0.0046
H 1.7206 -0.0719 1.0101
H 1.3293 1.0474 -0.2238
H 0.2905 -0.2733 0.2240
H 1.6968 -0.7075 -0.6668
O -1.8238 0.0011 0.1187
H -2.2387 -0.8101 -0.1696
H -2.2689 0.8094 -0.2972
```

* E_LUMO: 0.868 eV
* charge: 0
* highest occupied orbital energy: -0.419 hartree
* SMILES: C.O
* ΔE to the lowest compared entry with this formula, charge and spin: 6.9 kcal per mole
* HOMO-LUMO gap: 12.2813 eV

The following is a DFT calculation (the ωB97M-V functional and the def2-TZVPD basis) of C17H18N6O2 in the gas phase in a non-equilibrium geometry.

```
43
C17H18N6O2, DFT the ωB97M-V functional and the def2-TZVPD basis
C 2.6224 5.6968 -4.7135
C 1.5988 4.7799 -4.7683
C 1.8319 3.3181 -4.9654
N 1.3102 2.5812 -3.8173
C 0.2342 1.7611 -3.9416
O -0.2437 1.5052 -5.0616
N -0.3209 1.1278 -2.8816
C 0.3505 1.0703 -1.6750
N -0.2214 0.2818 -0.7664
C 0.4227 0.2089 0.4369
C -0.2035 -0.4936 1.4518
C 0.4253 -0.6278 2.7043
N -0.1516 -1.2934 3.7727
C -1.1548 -2.1141 3.6555
N -1.7639 -2.6761 4.7692
C -2.8890 -3.5929 4.6018
C -1.2880 -2.3666 6.0884
C 1.7052 -0.0763 2.9505
C 2.3518 -0.0650 4.3181
C 2.3121 0.6926 1.9108
C 1.6678 0.8641 0.6704
N 2.2520 1.6401 -0.2630
C 1.5729 1.7547 -1.4558
C 2.0403 2.5330 -2.6000
O 3.0914 3.1541 -2.5234
H 2.3970 6.7435 -4.5841
H 3.6972 5.3613 -4.7629
H 0.5778 5.1497 -4.7009
H 1.3698 3.0302 -5.8743
H 2.9056 3.1804 -5.1104
H -0.8593 0.2813 -3.0872
H -1.1832 -0.9267 1.2382
H -1.5233 -2.3739 2.6740
H -2.8274 -4.4582 5.2980
H -3.8311 -3.0635 4.8480
H -2.9521 -3.9717 3.5555
H -0.2158 -2.5656 6.1367
H -1.4398 -1.2948 6.3120
H -1.8291 -2.9171 6.8702
H 3.4396 0.0595 4.1775
H 2.1804 -1.0296 4.8038
H 1.9935 0.7512 4.9599
H 3.3024 1.1347 2.1027
```

* E_LUMO: -1.043 eV
* charge: 0
* highest occupied orbital energy: -0.299 hartree
* SMILES: C=CCn1c(=O)[nH]c2nc3cc(/N=C/N(C)C)c(C)cc3nc2c1=O
* ΔE to the lowest compared entry with this formula, charge and spin: 48.4 kcal per mole
* HOMO-LUMO gap: 7.0983 eV

no.,energy (a.u.)
1,-5664.39985
2,-303.01144
3,-3991.23823
4,-234.57081
5,-116.91337
6,-1137.63361